{
  "formula": "BH22NiO9",
  "method": "the ωB97M-V functional and the def2-TZVPD basis",
  "homo_energy_ev": -13.44,
  "total_energy_ha": -2223.0734,
  "charge": 1,
  "gap_ev": 6.0,
  "spin_multiplicity": 1,
  "symbols": ["Ni", "B", "H", "H", "H", "H", "O", "H", "H", "O", "H", "H", "O", "H", "H", "O", "H", "H", "O", "H", "H", "O", "H", "H", "O", "H", "H", "O", "H", "H", "O", "H", "H"],
  "xyz": [[1.8043, -0.0082, -0.6458], [-0.3709, -0.3622, -0.3371], [-0.0144, -1.0113, -1.1218], [0.1698, 0.5676, -0.4226], [-1.4324, -0.1853, -0.4159], [-0.1516, -0.8554, 0.5971], [0.0807, 3.2609, 0.0597], [-0.7168, 2.8086, 0.3345], [0.3718, 3.7305, 0.8413], [2.0823, -1.1709, -2.4718], [2.7539, -1.1434, -3.1533], [1.3897, -1.7200, -2.8393], [1.8140, 1.9175, -1.6555], [1.1871, 2.3927, -1.1102], [2.3090, 2.6027, -2.1047], [2.2417, -1.7036, 0.6839], [2.0075, -2.6134, 0.5008], [2.4151, -1.6852, 1.6251], [-1.1073, 1.4504, 2.0035], [-1.1863, 0.6811, 1.4394], [-2.0032, 1.7756, 2.0925], [-4.8606, -1.1110, 0.8986], [-4.2084, -0.5661, 0.4582], [-4.3669, -1.5797, 1.5715], [-1.0516, -0.0335, -3.1379], [-0.6249, -0.7865, -3.5470], [-0.7354, -0.0400, -2.2345], [1.9507, 1.0742, 1.3656], [1.5784, 0.5997, 2.1090], [2.4442, 1.7922, 1.7620], [-1.4003, -3.0549, 2.3094], [-0.9853, -2.5409, 3.0021], [-1.3840, -2.4819, 1.5428]]
}


{
  "formula": "BH30NO11",
  "method": "the ωB97M-V functional and the def2-TZVPD basis",
  "homo_energy_ev": -8.47,
  "relative_energy_kj_mol": 0.0,
  "total_energy_ha": -925.0097,
  "charge": 0,
  "gap_ev": 8.0,
  "spin_multiplicity": 1,
  "symbols": ["N", "H", "H", "H", "H", "B", "H", "H", "H", "H", "O", "H", "H", "O", "H", "H", "O", "H", "H", "O", "H", "H", "O", "H", "H", "O", "H", "H", "O", "H", "H", "O", "H", "H", "O", "H", "H", "O", "H", "H", "O", "H", "H"],
  "xyz": [[47.2560, 53.2400, 51.5770], [46.7650, 52.8880, 50.7710], [46.5750, 53.2750, 52.4490], [47.6260, 54.1880, 51.4070], [48.0720, 52.5490, 51.7660], [45.4450, 51.8080, 54.2770], [45.4200, 50.8490, 53.4020], [46.5720, 52.1560, 54.5340], [44.7530, 52.7130, 53.8090], [44.7720, 51.3590, 55.2390], [45.7290, 54.2030, 55.8730], [45.3510, 53.6900, 55.0670], [46.3170, 54.9330, 55.6780], [50.2480, 53.0780, 50.4810], [50.1860, 52.6670, 49.5990], [50.5720, 52.3320, 50.9940], [45.5990, 55.4870, 49.6060], [45.0520, 55.0480, 48.9680], [45.3520, 54.8720, 50.2890], [47.9540, 56.2210, 51.5630], [48.1970, 55.9990, 52.5500], [47.4400, 57.0520, 51.7160], [44.9280, 52.3830, 49.4160], [45.0840, 51.6170, 48.7490], [44.5470, 52.0280, 50.0910], [44.5830, 54.0870, 51.8620], [43.7910, 54.1120, 51.2300], [44.0750, 54.4880, 52.7330], [50.4720, 55.2480, 50.7670], [49.6740, 55.4470, 51.0890], [50.4990, 54.2820, 50.6360], [47.9600, 54.8120, 53.5770], [48.6280, 54.2180, 53.6050], [47.8620, 55.3720, 54.3450], [50.4650, 50.6750, 51.4820], [49.6940, 50.2810, 51.9560], [51.1680, 50.0690, 51.4930], [48.2590, 50.3990, 52.8250], [48.2210, 50.2140, 53.6610], [47.5030, 49.9630, 52.3630], [46.6320, 50.2060, 50.4990], [46.5130, 49.2440, 50.7450], [47.4850, 50.0950, 50.1390]]
}


{
  "formula": "BH5N2",
  "method": "the ωB97M-V functional and the def2-TZVPD basis",
  "homo_energy_ev": -8.81,
  "relative_energy_kj_mol": 182.8,
  "total_energy_ha": -137.3696,
  "smiles": "NBN",
  "charge": 0,
  "gap_ev": 9.5,
  "spin_multiplicity": 1,
  "symbols": ["N", "B", "N", "H", "H", "H", "H", "H"],
  "xyz": [[-1.2805, -0.3218, 0.0027], [-0.2491, 0.6540, -0.0913], [1.3862, -0.0389, -0.0273], [-2.3263, -0.3424, -0.1657], [-0.9498, -1.3333, -0.0163], [-0.0644, 1.8810, -0.1537], [2.1000, 0.5840, 0.3231], [1.3841, -1.0825, 0.1285]]
}


{
  "formula": "BeH10O5",
  "method": "the ωB97M-V functional and the def2-TZVPD basis",
  "homo_energy_ev": -19.84,
  "relative_energy_kj_mol": 16.3,
  "total_energy_ha": -396.4602,
  "charge": 2,
  "gap_ev": 12.0,
  "spin_multiplicity": 1,
  "symbols": ["Be", "O", "H", "H", "O", "H", "H", "O", "H", "H", "O", "H", "H", "O", "H", "H"],
  "xyz": [[-0.4387, 0.1059, -0.2981], [-0.9317, 0.2634, 1.3071], [-0.5654, -0.3811, 1.8761], [-0.8771, 1.1219, 1.7188], [1.8949, -0.6772, 1.4054], [2.2685, -1.5083, 1.0817], [2.2590, -0.6453, 2.2722], [-1.6748, 0.6346, -1.3767], [-2.2264, 1.3819, -1.0654], [-2.2814, 0.1186, -1.9365], [0.8133, 1.1594, -0.4998], [0.7174, 2.0037, -0.9942], [1.7742, 1.1331, -0.1100], [-0.0832, -1.4291, -0.8240], [-0.8373, -1.9986, -0.8073], [0.1888, -1.2828, -1.7492]]
}